Entry 1:
Molecular formula: C5H8MgNaO3
Method: DFT, ωB97M-V/def2-TZVPD

ORCA input file:
```
! wB97M-V def2-TZVPD RIJCOSX def2/J DEFGRID3
* xyz 2 2
C 0.708 1.578 -2.943
C 1.245 2.645 -2.318
H 1.350 0.758 -3.288
H -0.336 1.615 -3.291
H 1.440 3.707 -2.498
Mg 1.771 1.943 -0.273
O -0.170 -1.356 0.725
Na 0.140 -4.259 0.163
O 1.112 -2.172 -0.810
C 0.769 -1.147 -0.213
O 1.107 0.044 -0.472
C -0.648 -0.281 1.557
C -1.710 -0.828 2.477
H 0.204 0.112 2.128
H -1.049 0.507 0.906
H -1.284 -1.561 3.175
H -2.128 0.000 3.064
H -2.520 -1.306 1.910
*
```

**Expectation value of S²**: 0.75
**E_HOMO (spin up / spin down)**: -17.0 / -17.1 eV
**Total energy**: -782.816323 Eh
**Largest force on an atom**: 3.2 eV/A
**Relative energy (zero: lowest compared OMol25 entry of this formula, charge and spin)**: 0.000 eV

***

Entry 2:
Molecular formula: C10H10Cl10F12MgNaO12S4
Method: DFT, ωB97M-V/def2-TZVPD

ORCA input file:
```
! wB97M-V def2-TZVPD RIJCOSX def2/J DEFGRID3
* xyz -1 1
Na 3.626 0.215 -0.057
Mg -0.461 -2.562 -1.290
C -3.709 -0.477 -3.145
F -4.868 -0.317 -3.754
F -2.758 0.106 -3.824
F -3.783 0.063 -1.936
S -3.414 -2.336 -2.940
O -3.123 -2.844 -4.286
O -2.199 -2.354 -2.085
O -4.593 -2.875 -2.308
C 3.382 -4.830 -0.104
F 4.610 -5.124 -0.487
F 2.516 -5.821 -0.341
F 3.383 -4.646 1.230
S 2.840 -3.307 -1.048
O 3.166 -3.618 -2.416
O 1.386 -3.178 -0.839
O 3.562 -2.191 -0.461
C 0.579 0.818 -4.100
F 1.542 1.476 -4.724
F -0.057 1.676 -3.288
F -0.278 0.348 -4.976
S 1.347 -0.553 -3.052
O 2.119 0.158 -2.040
O 0.229 -1.347 -2.512
O 2.133 -1.280 -4.020
C -0.791 1.180 0.516
F -0.656 1.303 -0.805
F -0.205 2.216 1.083
F -2.087 1.121 0.747
S 0.052 -0.405 1.053
O -0.318 -0.593 2.446
O -0.535 -1.395 0.146
O 1.466 -0.228 0.783
Cl 2.060 3.885 4.755
C 0.346 3.688 4.194
C -0.200 2.367 4.650
Cl -1.799 2.188 3.879
H 0.382 3.776 3.116
H -0.170 4.510 4.679
H -0.347 2.263 5.720
H 0.390 1.528 4.283
Cl 3.256 4.313 -1.703
C 1.735 4.414 -2.676
C 0.533 4.137 -1.813
Cl 0.153 5.545 -0.807
H 1.855 3.725 -3.509
H 1.749 5.411 -3.108
H 0.632 3.217 -1.245
H -0.349 3.961 -2.432
C 0.938 -2.466 4.331
Cl 1.873 -2.450 5.826
Cl -0.481 -3.519 4.435
Cl 1.955 -2.922 2.933
H 0.641 -1.449 4.111
C -3.757 -0.827 2.665
Cl -3.768 -1.902 4.081
Cl -5.271 0.106 2.551
Cl -3.526 -1.768 1.188
H -2.934 -0.129 2.728
*
```

**E_HOMO**: -7.8 eV
**Total energy**: -9045.818301 Eh
**Largest force on an atom**: 2.4 eV/A

***

Entry 3:
Molecular formula: C3H30BF4MgO14S
Method: DFT, ωB97M-V/def2-TZVPD

ORCA input file:
```
! wB97M-V def2-TZVPD RIJCOSX def2/J DEFGRID3
* xyz 2 2
Mg 1.249 -0.481 2.831
B 0.793 -1.033 -0.125
F 2.153 -0.849 -0.358
F 0.012 -0.799 -1.300
F 0.518 -2.368 0.230
F 0.485 -0.304 0.981
O -3.480 3.942 -0.355
S -4.824 3.402 -0.627
O -5.564 3.805 -1.884
O -4.771 1.738 -0.482
C -3.778 1.125 0.305
C -2.534 1.058 -0.504
C -5.832 3.801 0.914
H -4.115 0.092 0.388
H -3.598 1.623 1.258
H -1.733 0.430 -0.114
H -1.950 1.959 -0.694
H -2.805 0.498 -1.399
H -5.140 3.603 1.732
H -6.710 3.154 0.906
H -6.026 4.869 1.010
O -0.307 -5.216 1.462
H 0.288 -4.522 1.177
H -1.153 -4.977 1.082
O 1.855 -3.881 -1.698
H 1.215 -3.294 -1.295
H 2.651 -3.354 -1.770
O -0.214 0.918 -3.497
H -1.068 1.337 -3.598
H -0.290 0.409 -2.690
O 2.250 1.614 -2.326
H 2.632 1.203 -1.550
H 2.229 2.548 -2.118
O -0.170 -1.761 3.241
H -1.005 -1.504 2.849
H -0.357 -2.590 3.682
O 2.572 0.995 2.495
H 3.521 1.027 2.378
H 2.238 1.700 1.940
O -0.014 0.979 3.384
H -0.899 1.340 3.328
H 0.491 1.652 3.841
O 4.731 1.046 -1.141
H 4.669 0.333 -0.506
H 5.491 0.824 -1.678
O 2.455 -1.751 2.250
H 2.654 -2.530 2.768
H 3.104 -1.758 1.546
O 3.849 -2.012 -2.044
H 4.174 -1.763 -1.178
H 4.590 -2.450 -2.462
O 1.745 -0.904 -3.617
H 2.541 -1.257 -3.219
H 1.185 -1.668 -3.751
*
```

**Expectation value of S²**: 0.76
**E_HOMO (spin up / spin down)**: -15.1 / -15.1 eV
**Total energy**: -2207.852374 Eh
**Largest force on an atom**: 5.3 eV/A

***

What is the largest force on an atom in the first record?
3.2 eV/A

***

Copy entry 2 word for word.
Molecular formula: C10H10Cl10F12MgNaO12S4
Method: DFT, ωB97M-V/def2-TZVPD

ORCA input file:
```
! wB97M-V def2-TZVPD RIJCOSX def2/J DEFGRID3
* xyz -1 1
Na 3.626 0.215 -0.057
Mg -0.461 -2.562 -1.290
C -3.709 -0.477 -3.145
F -4.868 -0.317 -3.754
F -2.758 0.106 -3.824
F -3.783 0.063 -1.936
S -3.414 -2.336 -2.940
O -3.123 -2.844 -4.286
O -2.199 -2.354 -2.085
O -4.593 -2.875 -2.308
C 3.382 -4.830 -0.104
F 4.610 -5.124 -0.487
F 2.516 -5.821 -0.341
F 3.383 -4.646 1.230
S 2.840 -3.307 -1.048
O 3.166 -3.618 -2.416
O 1.386 -3.178 -0.839
O 3.562 -2.191 -0.461
C 0.579 0.818 -4.100
F 1.542 1.476 -4.724
F -0.057 1.676 -3.288
F -0.278 0.348 -4.976
S 1.347 -0.553 -3.052
O 2.119 0.158 -2.040
O 0.229 -1.347 -2.512
O 2.133 -1.280 -4.020
C -0.791 1.180 0.516
F -0.656 1.303 -0.805
F -0.205 2.216 1.083
F -2.087 1.121 0.747
S 0.052 -0.405 1.053
O -0.318 -0.593 2.446
O -0.535 -1.395 0.146
O 1.466 -0.228 0.783
Cl 2.060 3.885 4.755
C 0.346 3.688 4.194
C -0.200 2.367 4.650
Cl -1.799 2.188 3.879
H 0.382 3.776 3.116
H -0.170 4.510 4.679
H -0.347 2.263 5.720
H 0.390 1.528 4.283
Cl 3.256 4.313 -1.703
C 1.735 4.414 -2.676
C 0.533 4.137 -1.813
Cl 0.153 5.545 -0.807
H 1.855 3.725 -3.509
H 1.749 5.411 -3.108
H 0.632 3.217 -1.245
H -0.349 3.961 -2.432
C 0.938 -2.466 4.331
Cl 1.873 -2.450 5.826
Cl -0.481 -3.519 4.435
Cl 1.955 -2.922 2.933
H 0.641 -1.449 4.111
C -3.757 -0.827 2.665
Cl -3.768 -1.902 4.081
Cl -5.271 0.106 2.551
Cl -3.526 -1.768 1.188
H -2.934 -0.129 2.728
*
```

**E_HOMO**: -7.8 eV
**Total energy**: -9045.818301 Eh
**Largest force on an atom**: 2.4 eV/A

***

Which of these has the highest total energy?
C5H8MgNaO3

***

What is the largest force on an atom in the second record?
2.4 eV/A